{"formula": "C40H72ClO17P3", "method": "wB97M-V/def2-TZVPD", "symbols": ["C", "O", "C", "C", "C", "C", "C", "C", "C", "C", "O", "C", "O", "C", "C", "C", "C", "C", "Cl", "C", "C", "C", "C", "O", "C", "C", "C", "O", "H", "H", "H", "H", "H", "H", "H", "H", "H", "H", "H", "H", "H", "H", "H", "H", "H", "H", "H", "H", "H", "H", "H", "H", "H", "H", "H", "O", "P", "O", "C", "C", "O", "C", "C", "O", "C", "C", "H", "H", "H", "H", "H", "H", "H", "H", "H", "H", "H", "H", "H", "H", "H", "O", "P", "O", "C", "C", "O", "C", "C", "O", "C", "C", "H", "H", "H", "H", "H", "H", "H", "H", "H", "H", "H", "H", "H", "H", "H", "O", "P", "O", "C", "C", "O", "C", "C", "O", "C", "C", "H", "H", "H", "H", "H", "H", "H", "H", "H", "H", "H", "H", "H", "H", "H"], "xyz": [[8.7003, -3.8293, -4.5678], [8.1780, -2.6665, -3.9666], [6.7697, -2.6991, -3.8578], [6.1047, -1.9156, -4.9976], [4.7685, -1.2776, -4.5741], [4.7484, 0.2435, -4.6997], [3.8231, 0.9288, -3.6669], [2.5257, 1.4357, -4.2875], [1.4833, 0.3617, -4.3470], [1.0117, -0.2873, -3.2755], [1.4129, -0.0262, -1.9975], [0.0068, -1.3816, -3.4251], [-0.8534, -1.5505, -2.5984], [0.1519, -2.1849, -4.6630], [-0.1131, -3.5552, -4.7496], [-0.5819, -4.3304, -3.5426], [-1.3228, -5.6600, -3.8274], [-0.5372, -6.8695, -3.3522], [0.5690, -7.5132, -4.5900], [0.1124, -4.1759, -5.9757], [0.5806, -3.4945, -7.0863], [0.8563, -4.1889, -8.3914], [2.2920, -4.0696, -8.8064], [2.6642, -3.1673, -9.4920], [0.8233, -2.1303, -6.9813], [0.6144, -1.4890, -5.7782], [0.9169, -0.0408, -5.6490], [0.6970, 0.7456, -6.5233], [8.1828, -4.0598, -5.4967], [8.6483, -4.6860, -3.8951], [9.7420, -3.6258, -4.7785], [6.4285, -3.7324, -3.8897], [6.4478, -2.2655, -2.9153], [6.8051, -1.2037, -5.4161], [5.8736, -2.6548, -5.7597], [4.5662, -1.5993, -3.5562], [3.9787, -1.6927, -5.1972], [5.7561, 0.6066, -4.5239], [4.4731, 0.5449, -5.7048], [3.6667, 0.2199, -2.8664], [4.3837, 1.7622, -3.2556], [2.1213, 2.2976, -3.7763], [2.7389, 1.7215, -5.3114], [0.8124, 0.6094, -1.5838], [-1.1960, -3.7354, -2.8889], [0.3157, -4.5750, -2.9775], [-2.2230, -5.6491, -3.2214], [-1.6283, -5.7618, -4.8594], [-1.2378, -7.6489, -3.0809], [0.0247, -6.6561, -2.4542], [-0.0810, -5.2322, -6.0493], [0.2671, -3.7301, -9.1771], [0.5714, -5.2323, -8.3002], [3.0342, -4.8274, -8.5213], [1.1976, -1.5991, -7.8413], [-2.0277, -2.4065, 4.0032], [-0.9122, -2.6427, 3.0712], [-0.3180, -4.1170, 3.3441], [-1.1111, -5.2598, 3.0120], [-1.2685, -5.4551, 1.5133], [0.2883, -1.7155, 3.6458], [0.0725, -0.7849, 4.6998], [0.3531, -1.3961, 6.0597], [-0.3760, -2.4617, 1.5677], [-1.0603, -1.5288, 0.6843], [-1.0137, -0.1040, 1.2040], [-2.0893, -5.1772, 3.4947], [-0.5997, -6.1195, 3.4422], [-1.8665, -4.6562, 1.0692], [-1.7701, -6.4017, 1.3079], [-0.2963, -5.4531, 1.0213], [-0.9367, -0.3755, 4.6475], [0.7566, 0.0482, 4.5316], [-0.0682, -2.3953, 6.1631], [-0.0506, -0.7678, 6.8560], [1.4296, -1.4919, 6.2094], [-2.0954, -1.8525, 0.5464], [-0.5657, -1.5893, -0.2796], [-1.5676, 0.0010, 2.1425], [-1.4594, 0.5779, 0.4794], [0.0132, 0.2037, 1.3966], [-1.1661, 2.9689, -0.3445], [-1.8575, 4.2253, -0.6951], [-1.0636, 4.9316, -1.9031], [-1.0753, 4.3128, -3.1909], [-2.4315, 4.3710, -3.8703], [-1.5010, 5.2361, 0.5232], [-0.8262, 4.7958, 1.7045], [0.6791, 4.9328, 1.5836], [-3.2876, 4.9257, -0.9278], [-4.4738, 4.2414, -0.4523], [-4.4614, 4.0350, 1.0498], [-0.7381, 3.2774, -3.0957], [-0.3410, 4.8484, -3.7905], [-3.1661, 3.7566, -3.3442], [-2.3567, 3.9990, -4.8928], [-2.8082, 5.3925, -3.8904], [-1.1127, 3.7728, 1.9478], [-1.1877, 5.4226, 2.5187], [1.0373, 4.5805, 0.6171], [1.1817, 4.3689, 2.3704], [0.9745, 5.9796, 1.6695], [-4.5683, 3.2831, -0.9698], [-5.3222, 4.8563, -0.7439], [-3.6550, 3.3614, 1.3549], [-5.4025, 3.5948, 1.3791], [-4.3098, 4.9811, 1.5672], [-1.1866, 3.1365, 7.0510], [-2.4902, 3.1445, 7.7376], [-3.5005, 2.2319, 6.8857], [-3.2854, 0.8189, 6.8205], [-3.5846, 0.1129, 8.1303], [-3.1123, 4.6107, 7.3917], [-2.3282, 5.5731, 6.6893], [-2.5798, 5.4140, 5.2003], [-3.2279, 3.0919, 9.1652], [-2.4377, 3.3171, 10.3582], [-1.8025, 4.6930, 10.3823], [-2.2540, 0.6298, 6.5094], [-3.9466, 0.4365, 6.0452], [-2.8717, 0.3995, 8.9077], [-3.5185, -0.9671, 7.9981], [-4.5819, 0.3679, 8.4866], [-1.2716, 5.4823, 6.9354], [-2.6387, 6.5658, 7.0190], [-2.5889, 4.3697, 4.8915], [-1.8283, 5.9436, 4.6134], [-3.5597, 5.8227, 4.9465], [-1.6723, 2.5408, 10.4346], [-3.1127, 3.1964, 11.2025], [-1.0678, 4.8080, 9.5803], [-1.2874, 4.8555, 11.3290], [-2.5568, 5.4671, 10.2489]], "forces_ev_per_angstrom": [[0.131, 0.268, 0.120], [-0.038, -0.055, 0.294], [-0.006, 0.468, -0.444], [-0.606, -0.841, -0.004], [0.304, -0.123, -0.637], [-0.072, -0.078, 0.841], [0.696, 0.056, -0.568], [-0.246, -0.386, -0.088], [0.221, -0.171, 0.609], [0.131, 0.152, -0.132], [-0.146, 0.294, 0.084], [0.130, 0.099, -0.361], [-0.274, -0.096, 0.573], [0.044, -0.267, -0.228], [-0.370, 0.512, 0.026], [0.068, -0.692, -0.522], [0.531, 0.452, 0.752], [-0.746, -0.155, -0.059], [0.195, -0.048, 0.005], [-0.022, -0.108, 0.149], [0.157, 0.298, 0.266], [-0.332, -0.442, 0.273], [0.068, -0.280, -0.098], [0.372, 0.924, -0.577], [-0.076, -0.089, -0.079], [-0.009, -0.328, -0.250], [-0.058, -0.662, 0.663], [0.091, 0.774, -1.002], [-0.052, -0.107, -0.208], [-0.110, -0.155, 0.079], [0.218, -0.024, -0.120], [-0.150, -0.191, 0.208], [0.336, 0.064, 0.348], [0.125, 0.230, 0.042], [0.209, 0.093, -0.488], [-0.192, 0.162, 0.260], [-0.268, -0.098, 0.063], [0.242, 0.073, -0.048], [0.049, 0.009, -0.278], [-0.292, 0.087, 0.334], [-0.122, 0.261, 0.168], [-0.021, 0.334, 0.274], [-0.092, 0.371, -0.143], [-0.026, -0.066, 0.110], [-0.061, 0.388, -0.026], [0.172, 0.029, 0.216], [-0.300, -0.015, -0.006], [-0.102, -0.102, -0.190], [0.037, -0.424, -0.215], [0.327, 0.152, 0.064], [0.077, -0.209, -0.119], [-0.119, 0.090, -0.190], [-0.010, -0.228, -0.050], [-0.142, -0.355, 0.439], [0.019, 0.270, -0.073], [-1.735, 0.084, -2.042], [4.695, 0.019, 2.837], [-0.319, 0.252, -0.496], [-0.179, -0.201, -0.070], [-0.034, 0.141, -0.032], [-0.072, -0.002, -0.107], [-0.058, 0.052, 0.384], [0.201, -0.068, 0.109], [-2.616, -0.170, -0.553], [-0.010, 0.375, -0.020], [-0.060, -0.082, 0.187], [0.031, 0.023, 0.021], [0.081, 0.081, 0.076], [-0.001, -0.038, -0.006], [0.002, -0.023, 0.054], [0.026, -0.022, 0.015], [-0.071, -0.147, 0.006], [0.048, -0.060, -0.133], [-0.214, 0.052, -0.130], [0.046, 0.041, -0.010], [-0.001, 0.014, 0.041], [0.041, -0.067, 0.007], [0.115, -0.188, 0.059], [-0.009, -0.024, -0.044], [0.045, -0.003, -0.034], [0.049, 0.015, -0.064], [-2.151, -1.344, -0.844], [3.348, 4.296, 1.607], [-0.606, -0.286, 0.131], [0.022, -0.134, -0.390], [-0.085, -0.055, 0.130], [-0.196, -0.210, -0.071], [0.264, -0.100, 0.056], [0.084, 0.190, -0.064], [-0.634, -2.457, -0.523], [-0.217, -0.118, 0.207], [0.231, 0.016, 0.065], [0.042, -0.037, 0.007], [0.050, 0.046, 0.108], [0.011, -0.001, -0.054], [0.059, -0.001, 0.013], [0.020, 0.031, -0.021], [0.041, -0.082, -0.148], [-0.100, 0.082, -0.103], [-0.084, -0.182, 0.008], [-0.017, 0.008, 0.019], [0.001, -0.003, 0.006], [0.012, 0.036, -0.037], [0.122, 0.135, -0.095], [-0.046, -0.009, -0.041], [-0.028, 0.011, -0.045], [-0.057, 0.038, -0.004], [1.141, -1.191, 2.245], [-3.510, 2.797, -3.527], [0.068, -0.139, 0.719], [0.126, -0.422, 0.017], [0.089, 0.140, 0.113], [0.318, -0.043, 0.654], [-0.079, -0.124, -0.544], [-0.105, 0.304, -0.205], [2.073, -1.178, 0.499], [0.182, 0.123, 0.230], [0.005, 0.093, -0.232], [-0.035, 0.001, -0.049], [0.002, 0.167, -0.084], [-0.013, -0.047, -0.012], [0.007, 0.000, -0.058], [-0.032, -0.016, -0.023], [0.019, -0.224, -0.033], [-0.195, -0.098, 0.108], [0.218, -0.071, 0.163], [0.000, 0.050, 0.021], [0.008, 0.015, -0.020], [-0.041, -0.023, -0.014], [-0.157, -0.050, -0.126], [-0.005, -0.051, 0.040], [-0.028, -0.046, 0.031], [-0.040, 0.000, 0.060]], "orbital_gap_ev": 8.641, "lumo_energy_ev": -0.83, "energy_ev": -117848.571, "smiles": "COCCCCCCC1=C(O)C(=O)c2c(CCCCl)cc(CC=O)cc2C1=O.CCOP(=O)(OCC)OCC.CCOP(=O)(OCC)OCC.CCOP(=O)(OCC)OCC", "total_charge": 0, "relative_energy_kcal_mol": 0.00}